The following is a DFT calculation (ωB97M-V/def2-TZVPD) of a structure of composition C30H40BrCaF6N7O6S3 at a distorted geometry.

Structure (XYZ):
```
94
Properties=species:S:1:pos:R:3:forces:R:3
Ca -0.7643 0.2087 -0.3376 0.7 0.2 1.1
C 2.0114 -3.3398 1.7934 0.0 0.0 0.0
C 2.4412 -1.9416 1.4001 0.0 0.0 0.0
C 2.9909 -1.7283 0.1317 0.0 0.0 -0.1
C 2.9846 -2.8222 -0.9107 0.0 0.0 0.0
C 3.5619 -0.4931 -0.2045 0.0 0.0 0.0
C 4.1997 -0.3553 -1.5649 0.0 0.0 0.0
C 3.5304 0.5530 0.7176 0.0 0.0 0.0
C 4.1443 1.9010 0.4416 0.0 0.0 0.0
C 2.8818 0.3715 1.9438 -0.1 0.0 0.0
C 2.7707 1.5507 2.8795 0.0 0.0 0.0
C 2.3486 -0.8695 2.3000 -0.1 0.0 0.0
C 1.6852 -1.0150 3.6506 0.0 0.0 0.0
H 0.9950 -3.5737 1.4660 0.0 0.0 0.0
H 2.0479 -3.4821 2.8699 0.0 0.0 0.0
H 2.6761 -4.0842 1.3587 0.0 0.0 0.0
H 3.9944 -3.1825 -1.1278 0.0 0.0 0.0
H 2.5711 -2.4518 -1.8498 0.0 0.0 0.0
H 2.3803 -3.6750 -0.6160 0.0 0.0 0.0
H 5.0968 -0.9768 -1.6412 0.0 0.0 0.0
H 4.4760 0.6654 -1.8062 0.0 0.0 0.0
H 3.5185 -0.6856 -2.3497 0.0 0.0 0.0
H 3.3695 2.6609 0.3115 0.0 0.0 0.0
H 4.7670 1.9177 -0.4468 0.0 0.0 0.0
H 4.7665 2.2216 1.2797 0.0 0.0 0.0
H 3.7303 1.7762 3.3548 0.0 0.0 0.0
H 2.0426 1.3815 3.6681 0.0 0.0 0.0
H 2.4667 2.4447 2.3322 0.0 -0.1 0.0
H 2.3724 -0.7583 4.4603 0.0 0.0 0.0
H 1.3122 -2.0168 3.8285 0.0 0.0 0.0
H 0.8179 -0.3544 3.7181 0.0 0.0 0.0
F -5.4752 -0.4041 -1.4392 0.0 0.0 0.0
C -4.4787 0.3487 -0.9925 0.0 0.0 0.0
F -4.0186 -0.1790 0.1468 0.0 0.0 0.0
F -4.9165 1.5736 -0.7540 0.0 0.0 0.0
S -3.1351 0.4495 -2.2627 -0.3 0.2 -0.1
O -2.1986 1.4350 -1.7389 -0.3 0.0 -0.1
O -3.7805 0.6886 -3.5045 0.0 0.1 0.0
N -2.4953 -0.9915 -2.0398 -0.1 -0.1 0.0
S -1.2079 -1.3822 -2.8772 0.1 -0.2 -0.3
O -1.0949 -0.7827 -4.1647 0.0 -0.1 0.0
O -0.0546 -1.3273 -1.9934 0.1 -0.1 -0.2
C -1.4945 -3.1802 -3.1382 0.0 -0.1 0.0
F -2.5548 -3.3679 -3.9100 0.0 0.0 0.0
F -0.4216 -3.7012 -3.7170 0.0 0.0 0.0
F -1.6967 -3.7968 -1.9683 0.0 0.0 0.0
S -1.6097 1.3138 2.1532 0.0 0.0 -0.1
C -0.9054 2.8669 2.3638 0.0 0.0 0.1
N -0.7807 3.7658 1.4004 0.1 -0.2 0.1
C -0.1684 5.0686 1.6214 0.0 0.0 0.0
C 0.9099 4.9585 2.6842 0.0 0.0 0.0
C 0.3002 4.3674 3.9419 0.0 0.0 0.0
N -0.4947 3.1922 3.5999 0.0 0.0 0.0
H -0.7709 3.4469 0.4306 -0.1 0.1 -0.1
H -0.9386 5.7823 1.9288 0.0 0.0 0.0
H 0.2432 5.3874 0.6664 0.0 0.0 0.0
H 1.3359 5.9372 2.9035 0.0 0.0 0.0
H 1.7102 4.3178 2.3089 0.0 0.1 0.0
H -0.3305 5.1082 4.4415 0.0 0.0 0.0
H 1.0756 4.0580 4.6436 0.0 0.0 0.0
H -0.6350 2.4748 4.2907 0.0 0.0 0.0
C -1.7846 -6.1665 2.8074 0.0 0.0 0.0
C -2.9689 -5.8192 1.9112 0.0 0.0 0.0
C -2.6137 -5.9811 0.4364 0.0 0.0 0.0
C -3.5250 -4.4252 2.2112 0.0 0.0 0.0
N -2.5762 -3.3578 1.9164 0.0 0.0 0.0
C -2.3598 -2.6965 0.7840 0.1 0.0 0.0
N -1.3422 -1.8844 0.9672 -0.2 0.1 0.0
N -0.9522 -2.0583 2.2514 0.0 0.0 0.0
N -1.6776 -2.9368 2.8233 0.0 0.0 0.0
H -1.4625 -7.1918 2.6248 0.0 0.0 0.0
H -2.0399 -6.0713 3.8637 0.0 0.0 0.0
H -0.9348 -5.5103 2.6105 0.0 0.0 0.0
H -3.7933 -6.5012 2.1428 0.0 0.0 0.0
H -1.7685 -5.3462 0.1607 0.0 0.0 0.0
H -3.4554 -5.7337 -0.2147 0.0 0.0 0.0
H -2.3224 -7.0105 0.2285 0.0 0.0 0.0
H -3.7821 -4.3245 3.2642 0.0 0.0 0.0
H -4.4169 -4.2300 1.6156 0.0 0.0 0.0
H -2.9274 -2.8143 -0.1218 0.0 0.0 0.0
Br 3.0030 5.1564 -1.1580 0.0 0.0 0.0
C 2.9188 3.7441 -2.4266 0.0 0.0 0.0
C 3.8581 3.7411 -3.4452 0.0 0.0 0.0
C 3.8394 2.7248 -4.3891 0.0 0.0 0.0
C 2.9002 1.7089 -4.2963 0.0 0.0 0.0
C 1.9924 1.7065 -3.2506 0.0 0.0 0.0
C 1.9786 2.7291 -2.3073 0.0 0.1 0.0
C 0.8998 2.7150 -1.2508 0.1 0.0 0.0
O 0.1268 3.6719 -1.1926 0.0 0.0 0.1
O 0.8521 1.6691 -0.5156 -0.1 0.1 -0.3
H 4.5921 4.5331 -3.4993 0.0 0.0 0.0
H 4.5628 2.7303 -5.1939 0.0 0.0 0.0
H 2.8812 0.9136 -5.0299 0.0 0.0 0.0
H 1.2720 0.9027 -3.1584 0.0 0.0 0.0
```
Forces are in eV/Å.

## Properties
strongest force on any atom: 0.0258 Eh/bohr
energy above the lowest of the compared OMol25 structures with the same formula, charge and spin: 1.278 eV
E: -7047.48858 a.u.
HOMO-LUMO gap: 8.2 eV

=====

The following is a DFT calculation (ωB97M-V/def2-TZVPD) of a structure of composition C30H40F6MnN2O6S2.

Structure (XYZ):
```
87
Properties=species:S:1:pos:R:3:forces:R:3
Mn 0.6578 0.0036 -0.2038 -0.4 0.3 0.3
C -5.5350 3.8579 -0.1506 0.0 0.0 0.0
C -5.3286 2.5138 0.5654 0.0 0.0 0.0
C -5.8477 2.6143 2.0092 0.0 0.0 0.0
C -6.1321 1.4401 -0.1670 0.0 0.0 0.0
C -3.8395 2.1987 0.5908 0.0 0.2 0.1
C -3.3051 1.1220 -0.0720 0.2 -0.1 0.0
C -1.9204 0.9338 -0.0293 -0.2 0.2 0.2
N -1.1996 -0.0601 -0.6212 0.2 -0.3 -0.3
C -1.6546 -1.3854 -0.6406 0.1 0.0 0.1
C -2.7392 -1.8905 -1.2966 0.0 -0.1 0.0
C -3.0533 -3.2469 -1.1186 0.0 0.0 0.1
C -2.2481 -4.0396 -0.2591 -0.1 0.0 -0.1
C -1.1415 -3.6018 0.4188 0.0 0.1 0.0
C -0.8081 -2.2219 0.1968 0.0 0.0 0.0
O 0.2215 -1.6393 0.6875 0.0 0.1 0.1
C -0.3608 -4.5811 1.3007 0.0 0.1 0.0
C 0.7967 -3.9542 2.0853 0.0 0.0 0.0
C -1.3407 -5.1949 2.3151 0.0 0.0 0.0
C 0.2103 -5.6880 0.4019 0.0 0.0 0.0
C -4.2415 -3.8955 -1.8059 0.1 0.0 0.0
C -4.9658 -2.9325 -2.7456 0.0 0.0 0.0
C -5.2261 -4.3683 -0.7226 0.0 0.0 0.0
C -3.7514 -5.1053 -2.6216 0.0 0.0 0.0
C -1.0919 1.7727 0.8041 0.0 -0.1 -0.1
O 0.1207 1.3483 0.9804 0.0 -0.1 0.0
C -1.6237 2.9280 1.4437 -0.1 0.0 0.0
C -2.9726 3.0893 1.3089 -0.1 0.1 -0.1
C -0.7316 3.8747 2.2385 0.0 0.0 0.0
C -0.1502 3.1289 3.4493 0.0 0.0 0.0
C -1.5186 5.0820 2.7488 0.0 0.0 0.0
C 0.4024 4.3878 1.3382 0.0 0.0 0.0
H -6.5942 4.1199 -0.1408 0.0 0.0 0.0
H -5.2064 3.8025 -1.1900 0.0 0.0 0.0
H -4.9883 4.6668 0.3356 0.0 0.0 0.0
H -6.9255 2.7819 1.9957 0.0 0.0 0.0
H -5.3936 3.4423 2.5535 0.0 0.0 0.0
H -5.6542 1.6942 2.5638 0.0 0.0 0.0
H -7.1915 1.6934 -0.1241 0.0 0.0 0.0
H -6.0068 0.4567 0.2924 0.0 0.0 0.0
H -5.8572 1.3740 -1.2222 0.0 0.0 0.0
H -3.9281 0.4495 -0.6388 0.0 0.0 0.0
H -3.3254 -1.2576 -1.9444 0.0 0.0 0.0
H -2.5288 -5.0772 -0.1395 0.0 0.0 0.0
H 0.4667 -3.1434 2.7341 0.0 0.0 0.0
H 1.5792 -3.5717 1.4321 0.0 0.0 0.0
H 1.2339 -4.7299 2.7158 0.0 0.0 0.0
H -1.8115 -4.4223 2.9255 0.0 0.0 0.0
H -0.7967 -5.8667 2.9800 0.0 0.0 0.0
H -2.1278 -5.7750 1.8313 0.0 0.0 0.0
H 0.9156 -5.2772 -0.3233 0.0 0.0 0.0
H -0.5715 -6.2172 -0.1447 0.0 0.0 0.0
H 0.7415 -6.4168 1.0159 0.0 0.0 0.0
H -5.3943 -2.0830 -2.2090 0.0 0.0 0.0
H -5.7883 -3.4588 -3.2294 0.0 0.0 0.0
H -4.3082 -2.5557 -3.5315 0.0 0.0 0.0
H -5.6016 -3.5270 -0.1372 0.0 0.0 0.0
H -4.7685 -5.0830 -0.0381 0.0 0.0 0.0
H -6.0770 -4.8587 -1.1978 0.0 0.0 0.0
H -2.9819 -4.8150 -3.3389 0.0 0.0 0.0
H -4.5904 -5.5262 -3.1768 0.0 0.0 0.0
H -3.3476 -5.8938 -1.9864 0.0 0.0 0.0
H -3.4308 3.9470 1.7789 0.0 0.0 0.0
H -0.9476 2.7858 4.1117 0.0 0.0 0.0
H 0.4911 3.8065 4.0155 0.0 0.0 0.0
H 0.4482 2.2690 3.1509 0.0 0.0 0.0
H -2.3044 4.7956 3.4513 0.0 0.0 0.0
H -1.9670 5.6521 1.9319 0.0 0.0 0.0
H -0.8364 5.7466 3.2791 0.0 0.0 0.0
H 1.0328 3.5802 0.9692 0.0 0.0 0.0
H 1.0327 5.0720 1.9080 0.0 0.0 0.0
H 0.0017 4.9345 0.4818 0.0 0.0 0.0
F 0.6923 0.1930 -4.0004 0.0 0.0 0.0
C 1.3777 1.3240 -4.0860 0.0 0.0 0.0
F 0.5612 2.3223 -4.3782 0.0 0.0 0.0
F 2.3164 1.2110 -5.0067 0.0 0.0 0.0
S 2.1696 1.7097 -2.4617 -0.1 0.0 0.3
O 1.0747 1.5275 -1.4746 0.1 0.2 -0.4
O 2.7307 3.0008 -2.5782 0.0 -0.1 0.0
N 3.2617 0.5517 -2.2776 -0.2 -0.1 0.1
S 2.8353 -0.5561 -1.2794 0.0 -0.1 0.0
O 2.7177 -0.1174 0.1288 0.1 -0.1 -0.3
O 1.5699 -1.2542 -1.6120 0.3 0.1 0.0
C 4.1952 -1.8019 -1.4067 0.1 0.0 0.0
F 4.2444 -2.2442 -2.6455 0.0 0.0 0.0
F 5.3321 -1.2403 -1.0603 0.0 0.0 0.0
F 3.8854 -2.7815 -0.5761 0.0 0.0 0.0
```
Forces are in eV/Å.

## Properties
strongest force on any atom: 0.0106 Eh/bohr
E: -4274.42576 a.u.
multiplicity: 5
HOMO-LUMO gap (spin up / spin down): 7.3 / 6.2 eV
total charge: +1

=====

The following is a DFT calculation (ωB97M-V/def2-TZVPD) of a structure of composition C30H40N2O4PRhS3Si.

Structure (XYZ):
```
82
Properties=species:S:1:pos:R:3:forces:R:3
Rh -0.4663 0.2139 -0.3698 0.0 0.1 -0.1
C -4.2631 -0.0977 4.1858 0.0 0.0 0.0
Si -2.9802 -1.4069 4.5301 0.0 0.0 0.0
C -1.4741 -0.7453 5.4138 -0.1 0.0 0.0
C -3.7240 -2.8309 5.4730 0.0 0.0 0.0
C -2.3737 -2.1357 2.8530 0.0 0.0 0.0
C -2.5219 -3.4997 2.5753 0.0 0.0 0.0
C -2.0663 -4.0341 1.3883 0.0 0.0 0.0
C -1.4341 -3.1941 0.4559 0.0 0.0 0.0
N -1.2763 -1.9101 0.6652 0.0 0.1 0.1
C -1.7489 -1.3824 1.8348 0.1 0.1 -0.1
S -1.5305 0.3124 1.9393 -0.1 -0.2 0.1
H -4.7162 0.2220 5.1269 0.0 0.0 0.0
H -5.0644 -0.4846 3.5532 0.0 0.0 0.0
H -3.8414 0.7856 3.7062 0.0 0.0 0.0
H -1.7732 -0.3288 6.3786 0.0 0.0 0.0
H -0.9678 0.0417 4.8545 0.0 0.0 0.0
H -0.7538 -1.5432 5.6066 0.0 0.0 0.0
H -4.0895 -2.4650 6.4351 0.0 0.0 0.0
H -2.9978 -3.6185 5.6839 0.0 0.0 0.0
H -4.5775 -3.2746 4.9565 0.0 0.0 0.0
H -3.0005 -4.1472 3.2986 0.0 0.0 0.0
H -2.1837 -5.0862 1.1671 0.0 0.0 0.0
H -1.0490 -3.5936 -0.4745 0.0 0.0 0.0
N -0.9074 -0.6416 -2.2449 0.1 0.1 0.1
S -0.1040 -1.9737 -2.6777 0.0 0.0 -0.1
C 1.3265 -1.4534 -3.5972 0.0 0.0 0.0
C 1.2418 -1.0451 -4.9221 0.0 0.0 0.0
C 2.3826 -0.5651 -5.5448 0.0 0.0 0.0
C 3.5835 -0.5012 -4.8479 0.0 0.0 0.0
C 3.6536 -0.9142 -3.5245 0.0 0.0 0.0
C 2.5187 -1.3934 -2.8875 0.0 0.0 0.0
C -1.0727 -2.7943 -3.9312 0.0 0.0 0.0
C -2.3614 -2.3683 -4.2004 0.0 0.0 0.0
C -3.1067 -3.0591 -5.1485 0.0 0.0 0.0
C -2.5633 -4.1564 -5.7978 0.0 0.0 0.0
C -1.2710 -4.5791 -5.5045 0.0 0.0 0.0
C -0.5160 -3.9009 -4.5635 0.0 0.0 0.0
H -0.9788 0.0254 -3.0115 0.0 0.0 0.0
H 0.3075 -1.1164 -5.4649 0.0 0.0 0.0
H 2.3381 -0.2522 -6.5792 0.0 0.0 0.0
H 4.4728 -0.1381 -5.3456 0.0 0.0 0.0
H 4.5972 -0.8787 -2.9960 0.0 0.0 0.0
H 2.5516 -1.7157 -1.8538 0.0 0.0 0.0
H -2.7791 -1.5208 -3.6739 0.0 0.0 0.0
H -4.1138 -2.7371 -5.3754 0.0 0.0 0.0
H -3.1481 -4.6901 -6.5345 0.0 0.0 0.0
H -0.8515 -5.4377 -6.0106 0.0 0.0 0.0
H 0.4941 -4.2213 -4.3370 0.0 0.0 0.0
C 4.0145 0.1497 0.8730 0.0 0.0 0.0
S 2.3315 0.5116 1.3457 -0.1 0.0 -0.1
O 1.5190 -0.3143 0.3392 0.1 -0.1 -0.1
C 2.2226 -0.3906 2.8679 0.0 0.0 0.0
C 2.3522 0.3244 4.0500 0.0 0.0 0.0
C 2.3038 -0.3622 5.2556 0.0 0.0 0.0
C 2.1082 -1.7355 5.2611 0.0 0.0 0.0
C 1.9555 -2.4345 4.0677 0.0 0.0 0.0
C 2.0142 -1.7639 2.8573 0.0 0.0 0.0
H 4.1382 -0.9315 0.8247 0.0 0.0 0.0
H 4.6840 0.5831 1.6146 0.0 0.0 0.0
H 4.1754 0.6134 -0.0988 0.0 0.0 0.0
H 2.4930 1.3987 4.0319 0.0 0.0 0.0
H 2.4123 0.1763 6.1871 0.0 0.0 0.0
H 2.0713 -2.2673 6.2026 0.0 0.0 0.0
H 1.8028 -3.5055 4.0835 0.0 0.0 0.0
H 1.8951 -2.2896 1.9182 0.0 0.0 0.0
C 0.2460 3.4851 -3.5752 0.0 0.0 0.0
O -0.1004 2.3742 -2.7177 0.0 0.0 0.0
P -0.0833 2.4803 -1.1249 0.1 0.0 -0.1
O 1.3232 3.0843 -0.7085 0.0 0.0 0.0
C 1.6120 4.4910 -0.5156 0.0 0.0 0.0
O -1.0418 3.7013 -0.7556 0.0 0.0 0.1
C -2.4705 3.5489 -0.8428 0.0 0.0 0.0
H -0.3403 4.3653 -3.3140 0.0 0.0 0.0
H 0.0151 3.1784 -4.5901 0.0 0.0 0.0
H 1.3104 3.6967 -3.4884 0.0 0.0 0.0
H 2.6811 4.5558 -0.3414 0.0 0.0 0.0
H 1.0640 4.8638 0.3456 0.0 0.0 0.0
H 1.3437 5.0661 -1.3986 0.0 0.0 0.0
H -2.9083 4.2567 -0.1464 0.0 0.0 0.0
H -2.7688 2.5335 -0.5696 0.0 0.0 0.0
H -2.8047 3.7684 -1.8550 0.0 0.0 0.0
```
Forces are in eV/Å.

## Properties
strongest force on any atom: 0.0054 Eh/bohr
energy above the lowest of the compared OMol25 structures with the same formula, charge and spin: 0.000 eV
E: -3513.09277 a.u.
multiplicity: 5
HOMO-LUMO gap (spin up / spin down): 8.4 / 5.8 eV
total charge: +2

=====

> Which value of strongest force on any atom does entry 1 give?

0.0258 Eh/bohr